Entry 1:
2 unconnected molecules or ions with the total composition C3H7F3N in a non-equilibrium geometry, computed with ωB97M-V/def2-TZVPD.

Results
HOMO-LUMO gap	10.41	eV
HOMO	-17.03	eV
E	-12852.247	eV
LUMO level	-6.623	eV
multiplicity	1
total charge	+1
relative energy (zero: lowest compared OMol25 entry of this formula, charge and spin)	18.7	kcal/mol
largest force on an atom	0.079	hartree/bohr

Positions of all 14 atoms, in Å:
1 C 0.59 1.14 1.76
2 C -0.17 0.46 -0.53
3 C -0.14 0.30 0.89
4 N -3.82 -0.17 -0.94
5 F -4.18 0.53 0.23
6 F -2.51 -0.73 -0.48
7 F -4.51 -1.29 -0.82
8 H -0.17 1.65 2.20
9 H 1.00 0.73 2.71
10 H 1.23 1.91 1.29
11 H 0.47 1.28 -0.91
12 H -1.19 0.82 -0.79
13 H -0.18 -0.47 -1.07
14 H -0.65 -0.42 1.46

---

Entry 2:
A single C3H7FN2S molecule in a non-equilibrium geometry, computed with ωB97M-V/def2-TZVPD.

Results
HOMO-LUMO gap	10.20	eV
HOMO	-9.49	eV
E	-19756.684	eV
LUMO level	0.707	eV
multiplicity	1
total charge	0
relative energy (zero: lowest compared OMol25 entry of this formula, charge and spin)	11.4	kcal/mol
largest force on an atom	0.050	hartree/bohr
SMILES	[H]/N=C(/NS)[C@H](C)F

Positions of all 14 atoms, in Å:
1 H 1.47 2.32 -0.19
2 N 0.45 2.17 0.04
3 C -0.05 1.03 -0.16
4 N -1.42 0.84 0.24
5 S -2.51 -0.11 -0.64
6 C 0.73 -0.29 -0.61
7 C 0.89 -1.25 0.60
8 F 1.97 0.09 -1.09
9 H -1.85 1.72 0.47
10 H -2.55 -1.20 0.08
11 H 0.20 -0.78 -1.40
12 H 1.35 -0.86 1.52
13 H -0.14 -1.52 0.86
14 H 1.46 -2.15 0.28

---

Entry 3:
A molecular structure, C3H7FN3 in a non-equilibrium geometry, computed with ωB97M-V/def2-TZVPD.

Results
HOMO-LUMO gap	12.38	eV
HOMO	-15.61	eV
E	-10401.936	eV
LUMO level	-3.234	eV
multiplicity	1
total charge	+1
relative energy (zero: lowest compared OMol25 entry of this formula, charge and spin)	81.0	kcal/mol
largest force on an atom	0.109	hartree/bohr

Positions of all 14 atoms, in Å:
1 C -1.54 -0.39 -0.24
2 C 2.31 0.09 0.15
3 C -2.67 -0.61 0.63
4 N 1.45 0.60 -0.91
5 N 1.53 1.22 0.33
6 N -0.73 -0.42 -1.05
7 F 1.77 -1.02 0.74
8 H 3.30 -0.07 0.21
9 H -2.90 0.43 0.92
10 H -3.32 -1.21 -0.03
11 H -2.20 -1.11 1.40
12 H 1.95 1.09 -1.65
13 H 0.66 1.16 0.83
14 H 0.39 0.24 -1.32